Computed, not measured: C38H47LiN3Si2 as an isolated structure at a distorted geometry, with ωB97M-V/def2-TZVPD.

## Properties
Relative energy (zero: lowest compared OMol25 entry of this formula, charge and spin) ... 0.513 eV
Spin multiplicity ... 1
Strongest force on any atom ... 1.54 eV/A
HOMO energy ... -2.905 eV
Frontier orbital gap ... 5.01 eV
Charge ... -1

```
91
Properties=species:S:1:pos:R:3:lowdin_charge:R:1
Li 0.314 0.035 0.376 0.35
C 1.594 1.279 3.306 -0.04
C 0.725 0.101 3.596 -0.35
C 0.414 -0.253 4.903 -0.02
C -0.403 -1.361 5.115 -0.06
C -0.883 -2.053 4.026 -0.01
C -0.553 -1.613 2.737 -0.21
N 0.251 -0.554 2.548 0.12
C -1.076 -2.226 1.525 -0.21
C -1.957 -3.307 1.527 -0.01
C -2.415 -3.803 0.317 -0.05
C -1.976 -3.222 -0.863 0.00
C -1.086 -2.150 -0.795 -0.22
N -0.666 -1.666 0.378 0.11
C -0.568 -1.465 -1.976 -0.23
C -0.808 -1.917 -3.278 -0.02
C -0.302 -1.195 -4.339 -0.06
C 0.410 -0.028 -4.080 -0.02
C 0.604 0.363 -2.759 -0.35
C 1.321 1.629 -2.430 -0.02
N 0.142 -0.352 -1.741 0.12
H 1.774 1.860 4.209 0.08
H 1.115 1.898 2.549 0.07
H 2.541 0.932 2.894 0.04
H 0.778 0.330 5.737 0.11
H -0.666 -1.662 6.119 0.10
H -1.528 -2.906 4.177 0.10
H -2.295 -3.761 2.447 0.10
H -3.098 -4.642 0.292 0.10
H -2.336 -3.601 -1.807 0.10
H -1.383 -2.813 -3.465 0.10
H -0.475 -1.520 -5.357 0.10
H 0.790 0.571 -4.894 0.11
H 1.487 2.220 -3.326 0.09
H 2.280 1.400 -1.976 0.04
H 0.741 2.195 -1.706 0.06
C -1.140 3.770 0.483 -0.26
Si -1.901 1.990 0.218 0.74
C -3.118 1.820 1.772 -0.68
C -3.883 0.503 1.686 -0.12
C -4.113 2.963 1.977 -0.11
C -2.246 1.759 3.020 -0.13
C -2.987 2.223 -1.438 -0.66
C -2.012 2.554 -2.564 -0.13
C -3.689 0.919 -1.813 -0.12
C -4.037 3.340 -1.410 -0.12
H -1.810 4.579 0.201 0.00
H -0.229 3.894 -0.093 -0.01
H -0.867 3.920 1.523 -0.01
H -4.618 0.531 0.886 0.05
H -4.414 0.294 2.618 0.07
H -3.198 -0.319 1.493 0.05
H -4.870 2.982 1.200 0.05
H -3.600 3.922 1.981 0.07
H -4.633 2.851 2.933 0.07
H -1.612 0.882 2.983 0.04
H -2.859 1.704 3.923 0.08
H -1.606 2.634 3.099 0.06
H -1.381 1.699 -2.770 0.04
H -1.377 3.395 -2.303 0.07
H -2.551 2.804 -3.481 0.08
H -3.007 0.075 -1.729 0.05
H -4.057 0.961 -2.841 0.07
H -4.546 0.739 -1.168 0.05
H -3.607 4.274 -1.056 0.06
H -4.879 3.089 -0.770 0.05
H -4.441 3.510 -2.413 0.07
C 4.734 0.933 -3.935 -0.12
C 4.066 -0.273 -3.793 -0.12
C 3.730 -0.739 -2.538 -0.14
C 4.030 -0.020 -1.380 -0.40
C 4.731 1.177 -1.549 -0.16
C 5.083 1.649 -2.799 -0.12
Si 3.288 -0.436 0.321 0.67
C 3.674 -2.277 0.622 -0.37
C 4.604 -2.684 1.576 -0.14
C 4.878 -4.019 1.811 -0.12
C 4.218 -5.000 1.091 -0.13
C 3.265 -4.621 0.160 -0.12
C 2.992 -3.282 -0.056 -0.14
H 4.993 1.307 -4.918 0.09
H 3.800 -0.837 -4.679 0.09
H 3.205 -1.682 -2.452 0.09
H 4.994 1.755 -0.671 0.09
H 5.637 2.575 -2.901 0.09
H 4.403 0.146 1.175 -0.07
H 5.137 -1.931 2.143 0.08
H 5.619 -4.307 2.548 0.09
H 4.443 -6.047 1.254 0.09
H 2.737 -5.383 -0.398 0.09
H 2.226 -3.007 -0.768 0.08
```